Below is C8H16N2O in the gas phase in a non-equilibrium geometry, with properties calculated with wB97M-V/def2-TZVPD.

highest occupied orbital energy = -8.746 eV
lowest unoccupied orbital energy = 0.69 eV
molar mass = 156.23 g mol⁻¹
2S+1 = 1
structure (SMILES) = C=C(C)CCC(C)(C)NN=O
orbital gap = 9.44 eV

Geometry (Å):
C -0.396 -1.132 0.396
C 0.989 -0.885 -0.352
C -1.547 -0.227 0.044
C 2.131 -0.018 0.153
C -1.784 -0.127 -1.477
C -2.745 -0.574 0.901
C 2.837 0.937 -0.874
C 2.618 -0.050 1.379
N -0.657 1.959 -0.250
N -1.195 1.146 0.488
O -0.340 3.085 0.194
H -0.575 -2.199 0.093
H -0.202 -1.332 1.491
H 1.525 -1.770 -0.553
H 0.884 -0.599 -1.411
H -0.851 0.062 -2.026
H -2.669 0.477 -1.655
H -1.936 -1.201 -1.946
H -2.485 -0.685 1.887
H -3.069 -1.500 0.726
H -3.630 0.039 0.946
H 3.373 0.239 -1.472
H 3.470 1.559 -0.436
H 2.176 1.444 -1.404
H 2.152 -0.722 2.002
H -1.417 1.520 1.484
H 3.341 0.552 1.674

Forces on atoms 1 to 3 (eV/Å):
C 2.71 -2.56 -0.11
C 0.05 1.33 -0.63
C 0.03 1.33 -0.03

These are the natural (NBO) partial charges, in e, on atoms 1 to 8: number 1, C, carries -0.410; number 2, C, carries -0.465; number 3, C, carries 0.096; number 4, C, carries 0.082; number 5, C, carries -0.622; number 6, C, carries -0.616; number 7, C, carries -0.617; number 8, C, carries -0.435

Below is C8H16N2O4 in the gas phase in a non-equilibrium geometry, with properties calculated with wB97M-V/def2-TZVPD.

highest occupied orbital energy = -10.816 eV
lowest unoccupied orbital energy = -0.08 eV
molar mass = 204.23 g mol⁻¹
2S+1 = 1
structure (SMILES) = CC(C)(C)[C@@H]([N+](=O)[O-])C(C)(C)[N+](=O)[O-]
orbital gap = 10.73 eV

Geometry (Å):
C -0.188 1.988 0.559
C -2.090 0.798 1.490
C -1.780 0.840 -0.899
C 1.777 -1.950 0.016
C 1.538 -0.332 -1.754
C -0.247 -0.608 0.449
C -1.036 0.706 0.343
C 1.351 -0.565 -0.272
N -1.169 -1.651 -0.091
N 2.201 0.368 0.577
O -2.056 -1.932 0.624
O -0.994 -2.100 -1.206
O 2.437 -0.020 1.691
O 2.770 1.286 0.023
H 0.744 2.032 0.010
H -0.760 2.821 0.467
H 0.192 1.965 1.548
H -2.922 0.050 1.345
H -2.432 1.776 1.427
H -1.785 0.530 2.513
H -2.550 0.052 -0.953
H -1.213 0.661 -1.811
H -2.271 1.861 -1.217
H 1.889 -2.327 0.981
H 2.592 -2.073 -0.649
H 1.032 -2.612 -0.434
H 1.112 0.671 -2.024
H 2.572 -0.212 -2.013
H 1.232 -1.122 -2.274
H 0.052 -0.905 1.534

Forces on atoms 1 to 3 (eV/Å):
C 2.20 -3.31 0.21
C -0.41 -3.09 -0.02
C -2.20 0.64 -3.78

These are the natural (NBO) partial charges, in e, on atoms 1 to 8: number 1, C, carries -0.605; number 2, C, carries -0.597; number 3, C, carries -0.633; number 4, C, carries -0.656; number 5, C, carries -0.638; number 6, C, carries -0.073; number 7, C, carries -0.112; number 8, C, carries 0.112

Below is 2 unconnected molecules or ions with the total composition C8H16N2O4PS in a non-equilibrium geometry, with properties calculated with wB97M-V/def2-TZVPD.

net charge = +1
highest occupied orbital energy = -12.644 eV
lowest unoccupied orbital energy = -4.47 eV
molar mass = 267.27 g mol⁻¹
2S+1 = 1
orbital gap = 8.17 eV

Geometry (Å):
S -1.420 -1.432 1.214
N -2.036 -1.849 -0.410
C -3.504 -1.495 -0.420
C -4.447 -2.585 -0.181
C -5.843 -2.110 -0.180
C -6.037 -0.686 -0.399
N -5.134 0.294 -0.620
C -3.842 -0.104 -0.629
H -2.532 -1.186 2.003
H -1.931 -2.855 -0.608
H -1.530 -1.343 -1.150
H -4.157 -3.640 0.006
H -6.687 -2.815 0.009
H -7.106 -0.350 -0.382
H -3.029 0.641 -0.789
C 1.602 0.146 1.272
O 2.386 0.167 0.085
P 3.790 0.933 0.120
O 4.459 0.952 1.427
O 3.468 2.372 -0.494
C 2.637 3.248 0.257
O 4.583 0.228 -1.049
C 5.954 0.590 -1.239
H 1.776 -0.791 1.804
H 1.834 0.983 1.931
H 0.551 0.209 0.989
H 2.922 3.249 1.311
H 1.591 2.948 0.155
H 2.750 4.257 -0.137
H 6.578 -0.278 -1.030
H 6.256 1.411 -0.588
H 6.097 0.889 -2.276

Forces on atoms 1 to 3 (eV/Å):
S 1.00 -0.02 0.96
N -1.72 0.08 0.39
C -1.53 -0.50 -0.45

These are the natural (NBO) partial charges, in e, on atoms 1 to 8: number 1, S, carries 0.234; number 2, N, carries -0.646; number 3, C, carries 0.020; number 4, C, carries -0.196; number 5, C, carries -0.211; number 6, C, carries 0.058; number 7, N, carries -0.356; number 8, C, carries 0.019

lowest unoccupied orbital energy of number 1 (C8H16N2O)? 0.69 eV

The lowest molar mass belongs to which entry? C8H16N2O